{
  "formula": "C4H2ClNS",
  "method": "ωB97M-V with the def2-TZVPD basis set",
  "species": ["Cl", "S", "N", "C", "C", "C", "C", "H", "H"],
  "xyz": [[2.71524, -0.37902, -0.02498], [-2.74853, -0.41363, -0.00321], [-0.77116, 1.38412, -0.03928], [-1.19442, 0.01203, -0.03456], [-0.01381, -0.84791, 0.03011], [0.51392, 1.35552, 0.04194], [1.02843, -0.00629, 0.04474], [0.00465, -1.91332, 0.13441], [1.20632, 2.20580, 0.12320]],
  "atomic_forces_ev_per_a": [[-0.521, 0.126, 0.200], [0.381, 0.023, -0.093], [0.512, 0.575, 0.101], [-0.444, 0.225, 0.298], [0.643, 0.033, 0.165], [-0.230, 0.518, -0.113], [0.530, -1.169, -0.172], [-0.135, -0.240, -0.227], [-0.735, -0.090, -0.161]],
  "charge": 0,
  "fmax_ev_per_a": 1.3,
  "orbital_gap_ha": 0.2718
}

{
  "formula": "C4H2F2",
  "method": "ωB97M-V with the def2-TZVPD basis set",
  "species": ["F", "F", "C", "C", "C", "C", "H", "H"],
  "xyz": [[1.66967, -0.19655, 0.86407], [-1.16593, -1.42597, -0.93561], [-0.53223, 0.73603, -0.22187], [0.75055, -1.13631, 0.38070], [-0.63906, 1.92471, -0.22604], [-0.29917, -0.66472, -0.26907], [-0.85117, 2.97411, -0.04836], [1.06733, -2.21130, 0.45618]],
  "atomic_forces_ev_per_a": [[-1.392, -1.696, -0.342], [-0.060, -0.257, 0.165], [-0.189, -0.302, -0.684], [1.929, -0.522, 0.144], [-0.544, 1.313, 0.549], [0.260, 0.753, 0.476], [0.289, -0.719, -0.338], [-0.292, 1.432, 0.030]],
  "charge": 0,
  "fmax_ev_per_a": 2.2,
  "orbital_gap_ha": 0.3823
}

{
  "formula": "C4H2F2O",
  "method": "ωB97M-V with the def2-TZVPD basis set",
  "species": ["F", "F", "O", "C", "C", "C", "C", "H", "H"],
  "xyz": [[-2.80481, 0.44734, -0.85279], [-2.45891, -0.31991, 1.14494], [0.27584, -0.81718, 0.46224], [-1.91543, -0.03932, -0.01536], [-0.50125, 0.11836, -0.22377], [-0.11882, 1.56680, 0.20475], [0.48918, 2.52870, 0.57007], [-0.28331, 0.09221, -1.30040], [0.71692, -0.39782, 1.21083]],
  "atomic_forces_ev_per_a": [[1.111, -0.894, 0.820], [0.777, 0.070, -1.508], [-0.435, -0.681, -0.105], [-2.449, 1.728, 1.250], [2.979, 1.907, -0.042], [-4.025, -6.335, -1.994], [2.453, 4.214, 1.608], [-0.284, -0.287, 0.109], [-0.127, 0.276, -0.137]],
  "charge": 0,
  "fmax_ev_per_a": 7.8,
  "orbital_gap_ha": [0.2965, 0.2114]
}

Q: Which energy values were calculated for the entries above? A: -29026.516; -9611.997; -11655.330, in eV.
Q: Which ΔE to the lowest compared entry with this formula, charge and spin values were calculated for the entries above? A: 0.0; 69.1; 599.5, in kJ/mol.